Record 1
{
  "formula": "C33H40N11OP2STi",
  "method": "ωB97M-V/def2-TZVPD",
  "gap_ha": 0.21953,
  "charge": 3,
  "spin_multiplicity": 1,
  "lumo_energy_ev": -8.98,
  "e_homo_ha": -0.550,
  "e_above_lowest_kcal_mol": 0.0,
  "symbols": ["Ti", "O", "C", "N", "C", "C", "C", "C", "C", "C", "N", "C", "C", "C", "C", "C", "N", "H", "H", "H", "H", "H", "H", "H", "H", "H", "H", "C", "N", "C", "C", "N", "C", "P", "C", "N", "C", "C", "N", "C", "C", "N", "C", "C", "N", "C", "H", "H", "H", "H", "H", "H", "H", "H", "H", "H", "H", "H", "H", "H", "H", "N", "C", "N", "S", "H", "H", "H", "H", "C", "P", "C", "C", "C", "C", "C", "C", "C", "H", "H", "H", "H", "H", "H", "H", "H", "H", "H", "H"],
  "coordinates": [[0.7071, 0.0996, -0.0279], [2.8075, 3.3713, 1.3190], [2.0872, 2.6983, 0.6357], [1.7093, 1.3762, 0.9649], [2.4159, 0.8689, 2.1474], [2.9188, -0.5017, 1.8238], [3.9567, -1.1058, 2.5079], [4.4215, -2.3348, 2.0732], [3.8361, -2.9248, 0.9566], [2.7966, -2.2790, 0.3347], [2.3270, -1.0896, 0.7629], [1.6427, 3.1057, -0.7153], [1.9915, 4.3276, -1.2542], [1.6035, 4.5973, -2.5548], [0.8804, 3.6328, -3.2477], [0.5795, 2.4415, -2.6182], [0.9613, 2.1718, -1.3695], [1.7675, 0.8780, 3.0226], [3.2461, 1.5295, 2.3833], [4.4085, -0.6008, 3.3525], [5.2464, -2.8186, 2.5822], [4.1885, -3.8722, 0.5728], [2.3115, -2.7058, -0.5300], [2.5513, 5.0294, -0.6515], [1.8600, 5.5380, -3.0240], [0.5492, 3.8048, -4.2633], [0.0092, 1.6760, -3.1325], [-1.9848, -4.4174, -2.3905], [-1.2122, -3.6751, -1.3845], [-0.8363, -4.1526, -0.1603], [-0.1531, -3.1461, 0.4474], [-0.1113, -2.0524, -0.3794], [-0.7552, -2.4115, -1.4865], [-0.9145, -1.3665, -2.9579], [0.8402, -0.8385, -2.9405], [1.5201, -0.4183, -1.8707], [2.8032, -0.1398, -2.2867], [2.8905, -0.4056, -3.6159], [1.6520, -0.8410, -4.0144], [1.3008, -1.2604, -5.3822], [-1.6050, 0.0607, -2.0462], [-1.0921, 0.5802, -0.9312], [-1.8905, 1.6512, -0.5731], [-2.8930, 1.7557, -1.4801], [-2.6979, 0.7571, -2.4051], [-3.5849, 0.4777, -3.5461], [-2.2551, -5.3820, -1.9739], [-1.3915, -4.5775, -3.2875], [-2.8943, -3.8784, -2.6420], [-1.0765, -5.1494, 0.1726], [0.3209, -3.1651, 1.4109], [3.5623, 0.2322, -1.6190], [3.7231, -0.3284, -4.2966], [2.1386, -1.0401, -6.0351], [0.4288, -0.7153, -5.7321], [1.1025, -2.3286, -5.4131], [-1.6821, 2.2753, 0.2845], [-3.7153, 2.4504, -1.5448], [-4.2488, 1.3248, -3.6821], [-4.1812, -0.4107, -3.3533], [-3.0028, 0.3372, -4.4523], [1.2699, 4.9720, 3.4280], [-0.0123, 4.8482, 3.0653], [-0.9318, 5.4505, 3.8223], [-0.4663, 3.9442, 1.6956], [1.5512, 5.6116, 4.1539], [1.9790, 4.6218, 2.8051], [-0.6848, 6.0549, 4.5896], [-1.8905, 5.4318, 3.5235], [-1.2313, 0.9279, 3.2411], [-0.6058, -0.4938, 2.2923], [0.3353, -1.3916, 3.5774], [-2.1231, -1.4948, 2.1013], [-2.3480, -2.6426, 2.8595], [-3.5317, -3.3562, 2.7231], [-4.5029, -2.9362, 1.8271], [-4.2907, -1.7899, 1.0704], [-3.1084, -1.0762, 1.2048], [-1.7744, 0.5353, 4.0999], [-1.8995, 1.5332, 2.6324], [-0.4155, 1.5706, 3.5716], [-0.3227, -1.5300, 4.4333], [1.1896, -0.8087, 3.9096], [0.6977, -2.3605, 3.2416], [-1.6117, -3.0015, 3.5661], [-3.6957, -4.2384, 3.3291], [-5.4303, -3.4872, 1.7316], [-5.0585, -1.4400, 0.3908], [-2.9718, -0.1698, 0.6310]]
}



Record 2
{
  "formula": "C33H40N4P2Zn",
  "method": "ωB97M-V/def2-TZVPD",
  "gap_ha": 0.23694,
  "spin_multiplicity": 1,
  "lumo_energy_ev": -0.32,
  "e_homo_ha": -0.249,
  "symbols": ["Zn", "C", "C", "C", "C", "C", "C", "C", "C", "C", "H", "H", "H", "H", "H", "H", "H", "H", "H", "H", "H", "H", "H", "H", "H", "P", "P", "N", "N", "N", "N", "C", "C", "C", "C", "C", "C", "C", "C", "C", "C", "C", "C", "C", "C", "C", "C", "C", "C", "H", "H", "H", "H", "H", "H", "H", "H", "H", "H", "H", "H", "H", "H", "H", "H", "H", "H", "H", "H", "C", "C", "C", "C", "C", "C", "H", "H", "H", "H", "H"],
  "coordinates": [[-0.0965, -0.0531, 0.0321], [3.3207, -3.3947, -7.1951], [3.3943, -2.0922, -6.9041], [2.7836, -0.9750, -7.6926], [1.4764, -1.2844, -8.4634], [0.3846, -1.9394, -7.6661], [0.2244, -3.2541, -7.4857], [1.0803, -4.3386, -8.0856], [2.5734, -4.0161, -8.3392], [-1.8115, -0.6606, 0.9296], [3.8948, -4.1314, -6.6163], [4.0131, -1.7560, -6.0649], [3.5101, -0.5895, -8.4309], [2.6000, -0.1402, -6.9977], [1.0795, -0.3136, -8.8006], [1.7114, -1.8632, -9.3643], [-0.3492, -1.2251, -7.2718], [-0.6317, -3.6399, -6.9200], [0.6589, -4.6720, -9.0508], [1.0118, -5.2124, -7.4189], [3.0660, -4.9823, -8.5387], [2.6688, -3.4169, -9.2527], [-1.4605, -1.1581, 1.8499], [-2.4111, -1.3644, 0.3381], [-2.4448, 0.1933, 1.2280], [-1.3044, 0.2263, -2.0969], [1.7564, 0.4693, -1.4924], [-2.3161, -1.1083, -2.6397], [-2.4032, 1.5650, -2.1274], [2.5533, -0.9998, -2.0105], [3.1924, 1.3941, -1.1372], [-0.2174, 0.5465, -3.5129], [1.1536, 1.1386, -3.1011], [-2.3256, -2.3295, -1.9440], [-3.1662, -3.2142, -2.5940], [-3.6987, -2.5350, -3.7407], [-3.1601, -1.2522, -3.7477], [-3.4355, 1.7112, -1.1828], [-4.0294, 2.9508, -1.3618], [-3.3491, 3.6041, -2.4434], [-2.3569, 2.7449, -2.8855], [2.5443, -2.2171, -1.3085], [3.0470, -3.2076, -2.1375], [3.3812, -2.5935, -3.3897], [3.1072, -1.2432, -3.2672], [4.4301, 1.3973, -1.7983], [5.2546, 2.3377, -1.1985], [4.5056, 2.9481, -0.1364], [3.2544, 2.3650, -0.1257], [-0.7231, 1.2075, -4.2296], [-0.0805, -0.4292, -4.0068], [1.8825, 0.9435, -3.9039], [1.0818, 2.2352, -2.9684], [-1.7365, -2.4397, -1.0483], [-3.3712, -4.2327, -2.2902], [-4.3919, -2.9627, -4.4529], [-3.3010, -0.4316, -4.4326], [-3.6170, 0.9377, -0.4561], [-4.8508, 3.3551, -0.7865], [-3.5650, 4.5893, -2.8310], [-1.6018, 2.8712, -3.6442], [2.1944, -2.2534, -0.2878], [3.1761, -4.2570, -1.9109], [3.7587, -3.0822, -4.2784], [3.2688, -0.4296, -3.9605], [4.6132, 0.7165, -2.6126], [6.2685, 2.5734, -1.4807], [4.8509, 3.7284, 0.5242], [2.3989, 2.5246, 0.5127], [1.6682, 2.0769, 4.0279], [0.6942, 2.7059, 3.2405], [0.2285, 2.0682, 2.0706], [0.7443, 0.8362, 1.6878], [1.7002, 0.2077, 2.4710], [2.1674, 0.8245, 3.6537], [2.0286, 2.5620, 4.9383], [0.2825, 3.6801, 3.5219], [-0.5449, 2.5675, 1.4809], [2.1001, -0.7728, 2.2048], [2.9084, 0.3113, 4.2759]]
}



Record 3
{
  "formula": "C33H40N5O2",
  "method": "ωB97M-V/def2-TZVPD",
  "gap_ha": 0.17451,
  "charge": 1,
  "spin_multiplicity": 1,
  "lumo_energy_ev": -4.32,
  "e_homo_ha": -0.333,
  "e_above_lowest_kcal_mol": 3.3,
  "symbols": ["C", "N", "C", "C", "N", "C", "C", "C", "C", "C", "C", "C", "N", "C", "C", "H", "H", "H", "H", "H", "H", "H", "H", "H", "H", "H", "H", "H", "H", "H", "H", "H", "H", "H", "C", "O", "C", "C", "C", "C", "C", "C", "N", "C", "C", "C", "C", "C", "C", "N", "C", "C", "C", "C", "C", "O", "C", "C", "C", "H", "H", "H", "H", "H", "H", "H", "H", "H", "H", "H", "H", "H", "H", "H", "H", "H", "H", "H", "H", "H"],
  "coordinates": [[3.1434, 3.6450, 4.6728], [2.1413, 3.0644, 3.7674], [1.4255, 1.9004, 4.2857], [1.4319, 3.8355, 2.8793], [0.2655, 3.3437, 2.4829], [-0.7554, 4.2966, 2.1967], [-2.1492, 3.7172, 2.3399], [-2.9006, 3.9575, 3.4991], [-4.1681, 3.3861, 3.6445], [-4.6925, 2.5802, 2.6293], [-3.9529, 2.3758, 1.4598], [-2.6922, 2.9593, 1.3045], [1.9982, 5.0310, 2.4502], [3.4144, 5.0967, 2.0810], [1.2783, 6.3126, 2.4598], [2.9413, 4.7082, 4.8679], [3.0778, 3.1177, 5.6280], [4.1649, 3.5546, 4.2746], [0.4918, 1.8047, 3.7150], [2.0312, 0.9974, 4.1596], [1.1810, 2.0371, 5.3492], [-0.7163, 5.1517, 2.8909], [-0.5907, 4.6336, 1.1623], [-2.4795, 4.6072, 4.2744], [-4.7446, 3.5798, 4.5502], [-5.6674, 2.1061, 2.7494], [-4.3493, 1.7622, 0.6515], [-2.1113, 2.8281, 0.3853], [3.8510, 4.0942, 2.0972], [3.5180, 5.4779, 1.0522], [3.9886, 5.7605, 2.7540], [0.7806, 6.4531, 3.4393], [1.9990, 7.1315, 2.3264], [0.5260, 6.3796, 1.6520], [-1.4141, 0.4056, -8.0414], [-1.4941, -0.1574, -6.7075], [-0.4864, -0.9293, -6.2278], [-0.5386, -1.2303, -4.8321], [0.4465, -2.0184, -4.2865], [1.4169, -2.6010, -5.1553], [1.4948, -2.3214, -6.5131], [0.5646, -1.4332, -7.0492], [2.1591, -3.5228, -4.4347], [3.1900, -4.3552, -5.0435], [1.7310, -3.5245, -3.1282], [0.6662, -2.6022, -2.9596], [-0.0904, -2.4150, -1.7682], [-0.3694, -3.5087, -0.9257], [-0.0254, -4.8748, -1.1231], [-0.2083, -5.5670, 0.0447], [0.1318, -6.9633, 0.2553], [-0.7469, -4.7197, 1.0182], [-0.9100, -3.4370, 0.4280], [-1.3322, -2.3617, 1.1800], [-1.3984, -2.5252, 2.5884], [-1.5832, -1.4775, 3.4361], [-1.8277, -0.1899, 2.8369], [-1.2034, -3.8117, 3.1732], [-0.9356, -4.9317, 2.3826], [-2.3531, 0.9511, -8.1351], [-0.5596, 1.0915, -8.1299], [-1.3537, -0.3784, -8.8083], [-1.3434, -0.8409, -4.2151], [2.2639, -2.7677, -7.1413], [0.6163, -1.1809, -8.1094], [3.3547, -4.0017, -6.0669], [4.1502, -4.3017, -4.5083], [2.8814, -5.4083, -5.0903], [2.1630, -4.1933, -2.3911], [-0.4651, -1.4194, -1.4999], [0.3975, -5.3550, -2.0032], [0.1518, -7.1350, 1.3318], [-0.5956, -7.6388, -0.2140], [1.1133, -7.1980, -0.1739], [-1.5539, -1.4107, 0.7028], [-1.9313, 0.4975, 3.6782], [-0.9807, 0.1198, 2.2024], [-2.7560, -0.2055, 2.2448], [-1.2713, -3.8986, 4.2521], [-0.8446, -5.9396, 2.7942]]
}



Record 4
{
  "formula": "C33H41B2N3O9S",
  "method": "ωB97M-V/def2-TZVPD",
  "gap_ha": 0.32008,
  "spin_multiplicity": 1,
  "lumo_energy_ev": -0.39,
  "e_homo_ha": -0.334,
  "symbols": ["C", "C", "C", "C", "C", "C", "C", "C", "C", "C", "C", "C", "N", "C", "S", "C", "O", "C", "C", "B", "O", "O", "C", "C", "C", "C", "C", "C", "C", "C", "C", "C", "C", "C", "O", "C", "O", "C", "B", "N", "O", "C", "C", "O", "H", "H", "H", "H", "H", "H", "H", "H", "H", "H", "H", "H", "H", "H", "H", "H", "H", "H", "H", "H", "H", "H", "H", "H", "H", "H", "H", "H", "H", "H", "H", "H", "H", "H", "H", "H", "H", "H", "C", "N", "O", "O", "H", "H", "H"],
  "coordinates": [[5.8675, 6.3058, -2.2940], [5.7430, 5.4480, -1.4659], [5.4118, 4.3266, -0.5679], [4.1363, 3.6030, -0.9827], [4.2128, 2.2265, -1.1612], [3.0791, 1.5482, -1.5771], [1.8801, 2.2270, -1.8019], [1.7710, 3.6026, -1.6111], [0.4857, 4.3738, -1.7915], [-0.3347, 4.3398, -0.4649], [-0.6240, 5.7540, 0.1103], [2.9260, 4.2653, -1.1884], [2.8782, 5.7014, -0.9491], [2.8647, 5.9982, 0.2313], [3.0844, 6.3641, 1.7410], [0.7275, 1.3482, -2.2680], [0.0383, 1.6531, -3.2104], [0.6184, 0.0561, -1.5133], [-0.5791, -0.4800, -1.0613], [-1.9130, 0.3186, -1.4166], [-2.8017, -0.0909, -2.3738], [-2.1744, 1.4578, -0.7071], [-3.3785, 2.1424, -1.0575], [-0.6073, -1.6770, -0.3214], [-1.9378, -2.2392, 0.1193], [-2.1855, -3.6943, -0.4210], [-2.1264, -2.1346, 1.6544], [-2.7167, -0.7563, 2.0121], [-4.1816, -0.5965, 1.5496], [0.6190, -2.3093, -0.0277], [0.7638, -3.5801, 0.7967], [1.4366, -3.3668, 2.2019], [0.5640, -3.7056, 3.4280], [0.7656, -2.6311, 4.4989], [0.4974, -1.3116, 3.9967], [-0.2539, -0.5644, 4.8483], [0.1710, 0.3316, 5.5050], [1.8280, -1.7800, -0.5184], [3.2424, -2.4817, -0.2734], [3.7110, -3.5874, -1.0508], [4.0619, -2.0531, 0.7578], [1.8283, -0.6004, -1.2516], [3.0729, 0.0554, -1.7710], [3.9672, -0.5247, -2.3364], [5.9562, 7.1214, -2.9710], [6.2378, 3.6169, -0.6567], [5.3718, 4.6430, 0.4760], [5.1266, 1.6713, -0.9897], [-0.0878, 3.9898, -2.6290], [0.7634, 5.4161, -1.9462], [0.1988, 3.7694, 0.2978], [-1.2962, 3.8583, -0.6160], [-0.3887, 5.8165, 1.1759], [-0.0541, 6.5402, -0.3866], [-1.6926, 5.9676, 0.0387], [-2.4867, -0.8603, -2.8549], [-3.3920, 2.4522, -2.1038], [-4.2608, 1.5318, -0.8586], [-3.4551, 3.0380, -0.4381], [-2.7702, -1.6616, -0.2914], [-2.3271, -4.3624, 0.4285], [-1.2843, -4.0041, -0.9526], [-3.0440, -3.7206, -1.0873], [-2.8189, -2.8956, 2.0215], [-1.1447, -2.1743, 2.1236], [-2.0982, 0.0055, 1.5270], [-2.6827, -0.5784, 3.0890], [-4.1934, -0.0653, 0.5924], [-4.6688, -1.5566, 1.3687], [-4.7570, 0.0314, 2.2293], [-0.1833, -4.0850, 0.9766], [1.3852, -4.2926, 0.2498], [2.2787, -4.0636, 2.2194], [1.8730, -2.3708, 2.2414], [0.9424, -4.6202, 3.8936], [-0.4880, -3.8655, 3.1954], [0.1930, -2.8288, 5.4103], [1.8248, -2.6631, 4.7750], [-1.3240, -0.8308, 4.8827], [3.3198, -3.6196, -1.9818], [4.7226, -3.5429, -1.1067], [3.6414, -1.2909, 1.1695], [-5.4553, -5.0913, -3.1318], [-5.8397, -4.1742, -2.0235], [-5.6324, -4.5456, -0.8869], [-6.3342, -3.1138, -2.3385], [-5.0299, -5.9903, -2.7017], [-6.3553, -5.3138, -3.6967], [-4.7297, -4.5696, -3.7487]]
}



Record 5
{
  "formula": "C33H41BGe2IrN6S5",
  "method": "ωB97M-V/def2-TZVPD",
  "gap_ha": [0.22719, 0.22716],
  "charge": 1,
  "spin_multiplicity": 1,
  "lumo_energy_ev": [-3.91, -3.91],
  "e_homo_ha": [-0.371, -0.371],
  "e_above_lowest_kcal_mol": 12.1,
  "symbols": ["Ir", "C", "C", "C", "C", "C", "N", "N", "B", "N", "N", "C", "C", "C", "C", "C", "N", "N", "C", "C", "C", "C", "C", "H", "H", "H", "H", "H", "H", "H", "H", "H", "H", "H", "H", "H", "H", "H", "H", "H", "H", "H", "H", "H", "H", "S", "C", "S", "C", "C", "S", "S", "S", "C", "Ge", "C", "C", "Ge", "C", "C", "C", "C", "C", "C", "C", "C", "C", "C", "C", "C", "H", "H", "H", "H", "H", "H", "H", "H", "H", "H", "H", "H", "H", "H", "H", "H", "H", "H", "H"],
  "coordinates": [[-0.8714, -0.2057, 0.4907], [-2.6646, 3.1188, 0.4784], [-3.0902, 1.8725, 1.1726], [-4.1652, 1.7825, 2.0394], [-4.4138, 0.4298, 2.2267], [-5.4649, -0.2390, 3.0424], [-3.5157, -0.2499, 1.5144], [-2.6708, 0.6179, 0.8751], [-3.5123, -1.7395, 1.0697], [-2.3915, -2.4191, 1.8472], [-1.1532, -1.9269, 1.6318], [-0.2965, -2.6360, 2.3887], [1.1831, -2.4575, 2.3937], [-1.0267, -3.5754, 3.1137], [-2.3501, -3.4113, 2.7447], [-3.5653, -4.1551, 3.1811], [-3.1930, -1.7551, -0.4504], [-2.0537, -1.1866, -0.9572], [-2.1686, -1.1637, -2.2814], [-1.1322, -0.5410, -3.1441], [-3.3782, -1.7576, -2.6511], [-3.9991, -2.1094, -1.4699], [-5.3263, -2.7568, -1.2634], [-3.0225, 3.9845, 1.0311], [-1.5920, 3.2141, 0.3489], [-3.1193, 3.1401, -0.5143], [-4.7429, 2.6055, 2.4243], [-6.1253, 0.5075, 3.4765], [-6.0614, -0.9269, 2.4439], [-5.0088, -0.8080, 3.8539], [-4.5645, -2.2598, 1.2728], [1.4955, -1.6023, 1.8015], [1.5426, -2.2968, 3.4101], [1.6667, -3.3546, 2.0040], [-0.6332, -4.2990, 3.8071], [-3.2828, -4.9281, 3.8916], [-4.2854, -3.4929, 3.6626], [-4.0630, -4.6297, 2.3356], [-0.2603, -0.2723, -2.5498], [-0.8200, -1.2189, -3.9369], [-1.5160, 0.3666, -3.6128], [-3.7533, -1.9112, -3.6485], [-5.7663, -2.9944, -2.2290], [-5.2363, -3.6785, -0.6889], [-6.0093, -2.0961, -0.7290], [1.2949, 6.2831, 2.8801], [0.9657, 4.8034, 2.3054], [0.7885, 4.4455, 0.6071], [0.5050, 2.7266, 0.7901], [0.4421, 2.2536, 2.0468], [0.0611, 0.6139, 2.4278], [0.7248, 3.4038, 3.3209], [0.1797, 1.6796, -0.5879], [2.0092, -0.9622, -4.1331], [2.5208, -1.1995, -2.2566], [4.3697, -1.8205, -2.1449], [1.3375, -2.4763, -1.3592], [2.4575, 0.9789, -1.1259], [3.0607, 2.3662, -2.3496], [2.9245, 3.7335, -2.1130], [3.4228, 4.6642, -3.0112], [4.0679, 4.2419, -4.1646], [4.2209, 2.8872, -4.4117], [3.7208, 1.9589, -3.5092], [3.3428, 1.0378, 0.5945], [3.6229, 2.2386, 1.2493], [4.2618, 2.2373, 2.4791], [4.6418, 1.0364, 3.0644], [4.3992, -0.1620, 2.4108], [3.7559, -0.1574, 1.1812], [2.8922, -0.7801, -4.7439], [1.3256, -0.1284, -4.2745], [1.5329, -1.8744, -4.4945], [4.5410, -2.6081, -2.8793], [4.5838, -2.2204, -1.1545], [5.0692, -1.0082, -2.3425], [0.9242, -3.1810, -2.0828], [0.4770, -2.0009, -0.8796], [1.8806, -3.0371, -0.5992], [2.4294, 4.0922, -1.2233], [3.3135, 5.7213, -2.8059], [4.4537, 4.9686, -4.8675], [4.7276, 2.5513, -5.3069], [3.8668, 0.9067, -3.7167], [3.3541, 3.1865, 0.8001], [4.4707, 3.1749, 2.9782], [5.1431, 1.0381, 4.0236], [4.7120, -1.0975, 2.8567], [3.5825, -1.1011, 0.6746]]
}



The calculated total energy results, record by record, are as follows: -105820.0176, -107821.6904, -46406.8346, -69972.0058, -214549.7925 eV.